1.
C22H37FN2O6SSi | ωB97M-V/def2-TZVPD

Last column: Löwdin charge in e.
Element x y z (Å)
C 2.14 -6.91 -0.29  -0.10
C 0.73 -6.11 -0.42  -0.28
C 0.10 -6.03 -1.90  -0.09
C 0.10 -5.57 0.75  -0.09
C -1.45 -5.16 0.78  -0.17
C -1.77 -3.74 1.47  -0.19
C -0.56 -2.68 1.45  -0.32
C 0.30 -2.96 2.83  -0.10
C -1.24 -1.21 1.67  -0.17
C -0.27 0.01 1.18  -0.14
C -0.02 0.96 2.45  -0.22
C 1.16 0.25 3.31  -0.16
N 2.06 -0.30 3.89  0.17
C 0.53 2.45 2.10  -0.36
C 2.13 2.38 2.10  -0.14
N 3.32 2.46 1.88  0.19
C -0.11 3.11 0.79  -0.11
C 0.51 4.59 0.44  -0.25
O 0.84 4.56 -0.97  -0.26
Si 1.12 6.13 -1.65  0.48
C -0.03 6.24 -3.22  -0.20
C 2.90 6.41 -2.28  -0.21
C 0.66 7.61 -0.52  -0.19
S 0.02 3.53 3.57  0.85
O 0.76 4.85 3.58  -0.30
O 0.30 2.86 4.89  -0.29
F -1.64 3.90 3.46  -0.22
H 2.98 -6.14 -0.19  0.08
H 2.10 -7.64 0.59  0.07
H 2.30 -7.56 -1.25  0.08
H 0.92 -5.59 -2.59  0.09
H -0.16 -7.07 -2.34  0.09
H -0.83 -5.36 -1.98  0.04
H 0.80 -5.47 1.67  0.11
H -1.98 -5.97 1.43  0.12
H -1.97 -5.21 -0.24  0.09
H -2.08 -3.91 2.56  0.12
H -2.67 -3.29 0.90  0.10
H 0.09 -2.72 0.51  0.13
H 0.02 -2.24 3.67  0.07
H 1.44 -2.96 2.63  0.08
H 0.05 -4.03 3.20  0.07
H -2.19 -1.20 0.99  0.11
H -1.62 -1.04 2.73  0.12
H 0.69 -0.42 0.72  0.13
H -0.84 0.52 0.31  0.11
H -1.00 1.05 3.07  0.16
H 0.11 2.44 -0.11  0.13
H -1.25 3.22 0.86  0.14
H -0.35 5.33 0.70  0.12
H 1.45 4.82 1.08  0.13
H -0.47 7.28 -3.35  0.04
H 0.61 5.94 -4.13  0.04
H -0.87 5.44 -3.10  0.04
H 3.68 6.42 -1.43  0.05
H 2.93 7.38 -2.91  0.06
H 3.15 5.53 -2.99  0.05
H 1.51 8.39 -0.61  0.05
H -0.29 8.16 -0.90  0.05
H 0.55 7.37 0.59  0.03
O -3.54 -4.05 -1.89  0.15
C -2.82 -3.27 -2.45  -0.54
O -1.74 -3.62 -3.20  0.04
C -1.30 -2.45 -3.86  -0.13
C -1.82 -1.35 -2.99  -0.13
O -2.98 -1.92 -2.41  0.06
H -0.21 -2.43 -3.95  0.14
H -1.73 -2.42 -4.87  0.14
H -1.12 -1.08 -2.19  0.13
H -2.07 -0.45 -3.55  0.14

The calculation puts the relative energy (zero: lowest compared OMol25 entry of this formula, charge and spin) at 674.8 kJ/mol. The total charge is 0. The SMILES is CC(C)=CCC[C@H](C)CC[C@@H](C#N)[C@@](C#N)(CCO[Si](C)(C)C)S(=O)(=O)F.O=C1OCCO1. The LUMO energy is -1.2 eV. The calculation puts the total energy at -60103.080 eV. For the HOMO energy, the calculation gives -8.49 eV. For the orbital gap, the calculation gives 7.262 eV.

2.
C22H37N3O4S | ωB97M-V/def2-TZVPD

Last column: Löwdin charge in e.
Element x y z (Å)
C -1.93 -2.88 -2.60  -0.16
C -3.22 -2.96 -2.06  -0.32
C -3.24 -2.23 -0.70  -0.13
C -4.75 -2.34 -0.09  -0.20
C -4.78 -2.13 1.27  -0.24
C -4.12 -0.75 1.83  -0.21
C -4.73 0.44 1.25  -0.17
C -3.98 1.88 1.42  -0.16
N -2.62 1.93 1.10  0.06
C -2.04 2.64 0.21  -0.40
O -2.79 3.71 -0.37  -0.14
C -0.69 2.57 -0.13  -0.09
H -0.07 2.14 0.82  0.16
C -0.21 1.38 -0.90  -0.35
N -0.79 0.04 -0.51  -0.07
S -0.16 -0.65 1.09  0.78
O -0.54 -2.12 1.08  -0.35
O -0.38 0.20 2.17  -0.29
C 1.77 -0.54 0.58  -0.27
C 2.13 -1.59 -0.07  -0.11
C 3.47 -1.68 -0.57  0.09
C 4.25 -0.61 0.22  -0.13
C 3.85 0.40 0.95  -0.01
C 2.44 0.36 1.36  0.01
H 2.09 1.22 1.60  0.05
H 4.61 1.05 1.31  0.09
N 5.73 -0.98 -0.26  0.07
C 6.79 0.19 0.08  -0.40
O 6.55 0.97 0.91  0.11
C 8.12 -0.47 -0.38  -0.02
H 8.06 -0.34 -1.59  0.13
H 8.28 -1.46 -0.21  0.03
H 8.89 0.29 -0.11  0.09
H 5.94 -1.71 -0.87  0.05
H 3.88 -2.51 -1.11  0.11
H 1.53 -2.18 -0.54  0.06
H -0.86 -0.67 -1.25  0.06
H 0.87 1.24 -0.67  0.13
C -0.68 1.46 -2.40  -0.34
C -0.19 2.80 -2.96  -0.04
H -0.49 3.48 -2.52  -0.07
H 0.86 2.82 -2.62  0.10
H -0.31 2.59 -4.10  0.14
C -2.22 1.24 -2.60  -0.03
H -2.49 1.34 -3.76  0.14
H -2.46 0.48 -2.11  -0.05
H -2.54 2.19 -2.22  0.06
H -0.09 0.39 -2.88  0.19
H -0.16 3.48 -0.58  0.16
H -2.07 1.31 1.70  0.11
H -4.03 2.01 2.58  0.14
H -4.41 2.77 1.01  0.10
H -4.32 0.55 -0.10  0.22
H -5.64 0.56 1.39  0.01
H -2.89 -0.84 1.64  0.12
H -4.09 -0.42 3.07  0.18
H -5.86 -1.95 1.70  0.15
H -4.40 -2.76 2.03  0.09
H -5.22 -3.21 -0.15  0.09
H -5.29 -1.62 -0.32  0.03
H -2.65 -2.92 -0.10  0.11
H -2.99 -1.30 -0.65  0.00
H -3.63 -3.99 -2.05  0.11
H -4.24 -2.48 -2.61  0.17
H -1.23 -3.42 -1.96  0.09
H -1.67 -1.92 -2.85  0.03
H -1.94 -3.53 -3.56  0.12

The calculation puts the relative energy (zero: lowest compared OMol25 entry of this formula, charge and spin) at 1880.6 kJ/mol. The total charge is 0. The LUMO energy is -0.3 eV. The calculation puts the total energy at -46892.369 eV. For the HOMO energy, the calculation gives -8.69 eV. For the orbital gap, the calculation gives 8.435 eV.

3.
C22H37NO14 | ωB97M-V/def2-TZVPD

Last column: Löwdin charge in e.
Element x y z (Å)
C -0.44 2.20 -1.32  -0.07
C -1.92 1.60 -1.03  -0.23
O -1.94 0.20 -1.42  -0.20
C -2.55 -0.62 -0.42  -0.17
C -1.64 -0.81 0.90  -0.16
O -1.41 -2.20 1.22  -0.15
C -1.09 -2.39 2.61  -0.11
C 0.39 -1.81 3.00  -0.35
C 0.37 -0.29 3.49  -0.08
O -0.85 0.05 4.24  -0.07
C -0.83 1.42 4.61  -0.41
C -1.14 1.81 6.14  0.01
O -0.58 2.35 3.82  0.07
N 0.97 -2.78 3.96  0.11
C 0.89 -2.40 5.22  -0.28
C -0.44 -2.65 6.10  -0.04
C 2.11 -1.71 6.03  -0.04
O 1.17 -1.96 1.76  0.01
C 2.38 -1.24 1.82  -0.34
O 3.23 -1.27 2.73  0.09
C 2.72 -0.32 0.52  -0.08
O 3.49 0.84 0.84  -0.15
O 2.64 1.68 1.52  -0.04
H -0.49 3.01 -2.14  0.06
H 0.24 1.36 -1.71  0.08
H 0.05 2.64 -0.39  0.07
H -2.26 1.78 0.04  0.12
H -2.63 2.20 -1.70  0.13
H -2.67 -1.67 -0.87  0.13
H -3.56 -0.22 -0.06  0.13
H -0.61 -0.35 0.62  0.12
H -2.02 -0.19 1.79  0.13
H -1.90 -2.05 3.33  0.13
H -0.99 -3.52 2.75  0.14
H 0.32 0.37 2.55  0.14
H 1.29 0.05 4.06  0.14
H -1.41 0.82 6.67  0.07
H -0.22 2.22 6.66  0.09
H -2.07 2.46 6.24  0.10
H -0.13 -3.42 6.90  0.09
H -0.77 -1.72 6.66  0.07
H -1.25 -3.13 5.46  0.08
H 1.83 -0.65 6.31  0.08
H 3.05 -1.67 5.39  0.08
H 2.38 -2.28 6.98  0.08
H 1.69 -0.08 0.06  0.13
H 3.25 -1.01 -0.23  0.15
H 2.90 1.54 2.47  0.12
C -2.00 -2.53 -6.17  -0.02
C -2.50 -1.98 -4.86  -0.35
C -3.59 -2.79 -4.23  -0.11
O -4.29 -1.81 -3.47  0.05
C -4.11 -0.62 -4.11  -0.54
O -4.71 0.38 -3.86  0.16
O -3.13 -0.71 -5.05  0.09
H -1.48 -3.49 -6.03  0.09
H -2.82 -2.68 -6.88  0.09
H -1.31 -1.83 -6.65  0.09
H -1.66 -1.83 -4.17  0.16
H -3.21 -3.58 -3.59  0.14
H -4.29 -3.22 -4.96  0.14
C 4.06 1.79 -4.51  -0.02
C 3.05 2.79 -5.03  -0.35
C 3.41 4.22 -4.74  -0.11
O 2.13 4.84 -4.70  0.07
C 1.24 3.89 -4.31  -0.53
O 0.11 4.10 -3.98  0.15
O 1.80 2.65 -4.36  0.08
H 5.01 1.87 -5.05  0.09
H 4.24 1.93 -3.45  0.09
H 3.68 0.77 -4.63  0.09
H 2.87 2.62 -6.10  0.16
H 4.03 4.66 -5.52  0.14
H 3.89 4.35 -3.77  0.14

The calculation puts the relative energy (zero: lowest compared OMol25 entry of this formula, charge and spin) at 591.7 kJ/mol. The total charge is 0. The SMILES is CCOCCOC[C@@](COC(C)=O)(N=C(C)C)OC(=O)COO.C[C@@H]1COC(=O)O1.C[C@@H]1COC(=O)O1. The LUMO energy is -0.2 eV. The calculation puts the total energy at -53560.262 eV. For the HOMO energy, the calculation gives -7.96 eV. For the orbital gap, the calculation gives 7.732 eV.

4.
C22H37O2RhSi | ωB97M-V/def2-TZVPD

Last column: Löwdin spin population.
Element x y z (Å)
O 1.14 -0.43 -1.49  0.06
C 2.01 -1.58 -1.23  0.01
C 1.90 -2.11 -2.64  0.00
H 1.57 -2.28 -0.51  0.00
H 2.99 -1.23 -0.91  0.00
C 1.04 -0.87 -2.90  0.01
H 1.35 -3.06 -2.73  0.00
H 2.87 -2.13 -3.16  0.00
C -0.39 -1.13 -3.30  0.00
H -0.88 -1.81 -2.59  0.00
H -0.43 -1.57 -4.30  0.00
H -0.94 -0.18 -3.33  0.00
C 1.74 0.06 -3.87  0.00
H 2.75 0.31 -3.50  0.00
H 1.17 0.98 -4.02  0.00
H 1.84 -0.44 -4.84  0.00
Rh 0.16 0.94 0.08  1.83
C 1.53 3.80 1.03  0.05
C 1.58 2.67 1.87  0.30
C 1.94 1.50 1.06  0.01
H 1.50 2.66 2.96  0.01
C 2.13 2.00 -0.31  0.15
C 1.81 3.40 -0.30  0.28
H 1.89 4.05 -1.16  0.01
H 1.38 4.82 1.36  0.00
H 2.37 0.56 1.43  0.00
H 2.67 1.46 -1.09  0.01
C -1.95 3.22 -0.73  0.09
C -0.84 3.11 -1.60  0.25
C -0.58 1.74 -1.87  0.14
H -0.32 3.93 -2.08  0.01
C -1.57 0.94 -1.08  0.01
C -2.40 1.92 -0.40  0.29
H -3.29 1.67 0.18  0.01
H -2.41 4.15 -0.40  0.00
H 0.01 1.37 -2.70  0.01
H -1.86 -0.08 -1.31  0.00
O -1.26 -4.68 0.58  0.00
C -1.33 -3.38 -0.02  0.00
C -0.45 -2.41 0.76  0.02
H -2.39 -3.04 -0.07  0.00
H -1.00 -3.47 -1.07  0.00
C 0.50 -3.29 1.59  0.00
H -1.08 -1.87 1.48  0.00
H 0.01 -1.63 0.14  0.02
C -0.31 -4.61 1.68  0.00
H 0.66 -2.84 2.58  0.00
H 1.47 -3.48 1.13  0.00
H -0.86 -4.60 2.65  0.00
H 0.31 -5.51 1.66  0.00
C -2.63 0.01 2.21  0.04
Si -0.99 1.01 2.18  0.22
C -1.53 2.73 2.79  0.03
C 0.14 0.15 3.45  0.05
H -3.10 -0.10 1.22  0.00
H -3.34 0.53 2.88  0.01
H -2.46 -1.00 2.62  0.00
H -2.04 2.64 3.77  0.00
H -0.69 3.42 2.91  0.00
H -2.25 3.20 2.10  0.00
H -0.47 -0.34 4.22  0.01
H 0.77 -0.63 2.98  0.00
H 0.81 0.85 3.95  0.00

The total charge is 0. Its expectation value of S² is 6.05. The LUMO energy (alpha / beta) is 0.6 / -1.0 eV. The calculation puts the total energy at -38388.157 eV. For the HOMO energy (alpha / beta), the calculation gives -5.29 / -7.54 eV. As for the spin multiplicity: 5. For the orbital gap (alpha / beta), the calculation gives 5.851 / 6.547 eV.

5.
C22H38AsGeN5PS4Ti | ωB97M-V/def2-TZVPD

Last column: Löwdin spin population.
Element x y z (Å)
Ti 0.53 0.55 0.49  0.00
C 2.35 3.18 0.14  0.00
C 1.14 2.54 -0.30  0.00
C -0.03 2.61 0.60  0.00
C 0.15 3.29 1.87  0.00
C 1.34 3.79 2.26  0.00
C 2.48 3.73 1.37  0.00
H 3.20 3.19 -0.54  0.00
H 0.96 2.51 -1.37  0.00
H -1.03 2.66 0.16  0.00
H -0.72 3.40 2.52  0.00
H 1.45 4.25 3.23  0.00
H 3.43 4.15 1.68  0.00
S 2.01 -3.11 -3.15  0.24
As 1.57 -2.62 -1.12  0.36
S 2.68 0.12 1.20  0.03
S -0.14 -1.19 -1.15  0.12
S 1.07 -4.21 0.21  0.23
C 1.52 -0.32 -5.72  0.00
N 2.10 0.88 -5.11  0.00
C 1.78 2.03 -5.93  0.00
N 0.35 2.23 -6.18  0.00
C -0.19 0.98 -6.73  0.00
N 0.07 -0.21 -5.94  0.00
C -0.64 -0.17 -4.66  0.00
P -0.20 1.27 -3.57  0.00
C 1.64 1.03 -3.72  0.00
C -0.34 2.56 -4.92  0.00
H 1.72 -1.18 -5.08  0.00
H 2.00 -0.47 -6.69  0.00
H 2.27 1.90 -6.90  0.00
H 2.18 2.93 -5.45  0.00
H 0.27 0.84 -7.72  0.00
H -1.27 1.10 -6.87  0.00
H -0.40 -1.08 -4.09  0.00
H -1.72 -0.18 -4.85  0.00
H 1.89 0.13 -3.16  0.00
H 2.16 1.87 -3.26  0.00
H 0.06 3.51 -4.55  0.00
H -1.40 2.73 -5.14  0.00
N -1.42 0.05 1.46  0.00
C -2.28 -0.72 1.40  0.00
N -3.11 -1.74 1.27  0.00
C -4.24 -1.80 2.20  0.00
C -3.83 -2.42 3.53  0.00
C -3.17 -3.78 3.31  0.00
C -2.00 -3.67 2.33  0.00
C -2.44 -3.04 1.03  0.00
H -5.02 -2.40 1.72  0.00
H -4.63 -0.79 2.33  0.00
H -4.70 -2.50 4.18  0.00
H -3.12 -1.75 4.02  0.00
H -3.92 -4.48 2.90  0.00
H -2.84 -4.20 4.26  0.00
H -1.55 -4.65 2.12  0.00
H -1.20 -3.06 2.76  0.00
H -3.17 -3.67 0.50  0.00
H -1.60 -2.87 0.36  0.00
C -0.23 0.97 4.59  0.00
Ge 1.23 -0.23 3.99  0.00
C 2.88 0.58 4.70  0.00
C 0.92 -1.91 4.99  0.00
C 1.34 -0.60 2.11  0.00
H -0.39 0.87 5.66  0.00
H -1.16 0.74 4.06  0.00
H 0.04 2.00 4.36  0.00
H 2.84 0.64 5.79  0.00
H 2.99 1.58 4.29  0.00
H 3.75 -0.01 4.40  0.00
H 1.10 -1.77 6.06  0.00
H 1.58 -2.70 4.62  0.00
H -0.11 -2.25 4.87  0.00
H 1.19 -1.67 1.91  0.00

The calculation puts the relative energy (zero: lowest compared OMol25 entry of this formula, charge and spin) at 125.8 kJ/mol. The total charge is -2. Its expectation value of S² is 0.76. The LUMO energy (alpha / beta) is 4.2 / 4.2 eV. The calculation puts the total energy at -223982.166 eV. For the HOMO energy (alpha / beta), the calculation gives -0.44 / -0.46 eV. As for the spin multiplicity: 2. For the orbital gap (alpha / beta), the calculation gives 4.627 / 4.638 eV.

6.
C22H38BrCl3CsN8SSeSi2 | ωB97M-V/def2-TZVPD

Last column: Löwdin charge in e.
Element x y z (Å)
Cs 0.89 0.86 -1.49  0.57
C 1.45 5.16 -0.63  -0.21
C 1.11 4.77 -2.08  -0.22
N -0.04 3.91 -2.15  -0.13
C -1.31 4.54 -1.84  -0.21
C -2.10 3.68 -0.84  -0.24
N -1.25 3.23 0.22  -0.07
C -0.85 4.21 1.20  -0.21
C 0.67 4.13 1.47  -0.22
N 1.42 4.00 0.24  -0.08
H 0.73 5.90 -0.27  0.10
H 2.43 5.65 -0.64  0.12
H 1.96 4.21 -2.49  0.10
H 0.98 5.70 -2.67  0.12
H -0.09 3.45 -3.05  0.08
H -1.93 4.70 -2.73  0.12
H -1.12 5.52 -1.40  0.10
H -2.48 2.80 -1.37  0.01
H -2.98 4.26 -0.50  0.12
H -1.61 2.39 0.65  0.10
H -1.37 4.10 2.16  0.12
H -1.08 5.21 0.82  0.10
H 0.86 3.24 2.07  0.09
H 0.96 5.01 2.07  0.11
H 2.35 3.65 0.41  0.11
C -3.01 -2.29 2.37  -0.10
C -2.29 -1.10 1.77  -0.30
N -2.53 -0.65 0.60  0.12
N -3.45 -1.28 -0.15  -0.03
C -4.00 -0.82 -1.29  -0.92
N -5.01 -1.59 -1.79  0.06
S -3.63 0.60 -2.03  0.65
C -1.25 -0.46 2.58  -0.26
C -1.38 -0.40 3.97  -0.02
C -0.35 0.11 4.73  -0.06
C 0.80 0.53 4.08  -0.06
C 0.82 0.48 2.69  -0.16
N -0.18 0.02 1.96  0.13
H -2.85 -3.16 1.73  0.03
H -4.08 -2.09 2.48  0.09
H -2.57 -2.55 3.32  0.06
H -3.76 -2.20 0.17  0.13
H -5.10 -2.56 -1.52  0.09
H -5.34 -1.36 -2.71  0.08
H -2.29 -0.74 4.46  0.11
H -0.43 0.16 5.80  0.11
H 1.65 0.90 4.63  0.10
H 1.69 0.82 2.14  0.10
Br 0.32 -3.15 -7.11  0.71
C 0.11 -3.17 -5.22  -0.66
C 0.15 -4.38 -4.53  -0.12
C -0.03 -4.34 -3.15  -0.05
C -0.23 -3.10 -2.54  -0.13
N -0.27 -1.97 -3.22  0.05
C -0.10 -1.99 -4.53  -0.20
H 0.31 -5.31 -5.05  0.10
H -0.01 -5.24 -2.57  0.11
H -0.36 -3.04 -1.47  0.07
H -0.13 -1.04 -5.05  0.09
Cl 1.91 1.38 -4.39  -0.10
Si 3.67 1.21 -3.13  -0.67
Cl 4.05 -0.85 -3.52  0.01
Cl 5.05 2.14 -4.47  -0.01
C 2.99 -2.66 0.98  -0.24
Si 2.06 -3.73 2.24  -0.03
C 2.96 -5.42 2.20  -0.25
C 2.36 -2.97 3.97  -0.23
Se -0.07 -3.91 1.70  0.11
H 4.05 -2.64 1.19  0.02
H 2.62 -1.64 0.98  -0.01
H 2.84 -3.06 -0.02  0.02
H 3.93 -5.36 2.70  0.01
H 3.14 -5.71 1.17  0.01
H 2.38 -6.20 2.67  0.01
H 2.98 -3.62 4.58  0.00
H 1.43 -2.83 4.51  0.00
H 2.85 -2.01 3.90  0.00

The calculation puts the relative energy (zero: lowest compared OMol25 entry of this formula, charge and spin) at 125.4 kJ/mol. The total charge is -1. The LUMO energy is 1.8 eV. The calculation puts the total energy at -235453.464 eV. For the HOMO energy, the calculation gives -4.07 eV. For the orbital gap, the calculation gives 5.888 eV.